(1)
{"formula": "C4H5N2O", "method": "ωB97M-V with the def2-TZVPD basis set", "symbols": ["C", "C", "C", "C", "N", "N", "O", "H", "H", "H", "H", "H"], "xyz": [[1.55, 0.32, -0.13], [0.28, -1.70, -0.83], [0.33, -0.36, -0.09], [-1.82, 0.63, -0.21], [2.53, 0.95, -0.15], [0.49, -1.72, 0.40], [-0.58, 0.40, 0.57], [-1.97, -0.25, -0.89], [-1.75, 1.59, -0.85], [-2.69, 0.74, 0.53], [3.18, 1.55, 0.33], [0.45, -2.15, 1.33]], "relative_energy_ev": 4.5254, "gap_ev": [9.358, 9.359], "fmax_ha_per_bohr": 0.0773, "charge": 1, "e_tot_ha": -339.70061}

---

(2)
{"formula": "C5H8", "method": "ωB97M-V with the def2-TZVPD basis set", "symbols": ["C", "C", "C", "C", "C", "H", "H", "H", "H", "H", "H", "H", "H"], "xyz": [[-0.95, 0.51, 2.19], [-0.63, 0.59, 1.03], [-0.17, 0.34, -0.39], [-0.67, -1.07, -0.83], [1.36, 0.53, -0.38], [-1.17, 0.69, 3.23], [-0.63, 1.08, -1.01], [-0.03, -1.73, -0.21], [-0.57, -1.18, -1.93], [-1.73, -1.30, -0.53], [1.68, 1.53, -0.11], [1.81, -0.24, 0.35], [1.71, 0.24, -1.42]], "relative_energy_ev": 1.6220, "smiles": "C#CC(C)C", "gap_ev": 11.111, "fmax_ha_per_bohr": 0.0479, "e_tot_ha": -195.23243}

---

(3)
{"formula": "C14H23N2O2S", "method": "ωB97M-V with the def2-TZVPD basis set", "symbols": ["C", "C", "C", "N", "C", "N", "C", "C", "S", "H", "H", "H", "H", "H", "H", "H", "C", "C", "C", "O", "C", "H", "H", "H", "H", "H", "H", "H", "H", "C", "C", "C", "O", "C", "H", "H", "H", "H", "H", "H", "H", "H"], "xyz": [[0.03, -0.99, -0.38], [1.32, -1.61, -0.47], [2.85, -2.19, -0.14], [3.78, -0.97, -0.27], [3.94, 0.01, -1.41], [4.98, 1.06, -1.00], [5.56, 0.85, 0.38], [4.75, -0.53, 0.80], [5.02, -1.41, 2.43], [-1.02, -0.56, -0.02], [2.89, -2.67, 0.94], [3.10, -3.05, -0.90], [3.35, -0.04, -2.43], [5.26, 1.87, -1.61], [6.35, 1.44, 1.00], [5.57, -2.67, 2.05], [-1.72, 3.12, -2.85], [-2.94, 2.59, -3.56], [-2.40, 1.37, -4.26], [-1.33, 0.86, -3.44], [-1.01, 1.84, -2.45], [-1.95, 3.76, -1.99], [-1.10, 3.69, -3.55], [-3.70, 2.30, -2.82], [-3.39, 3.31, -4.24], [-1.98, 1.63, -5.24], [-3.16, 0.59, -4.40], [-1.38, 1.47, -1.48], [0.07, 1.96, -2.38], [-2.01, -2.10, 3.93], [-3.40, -1.75, 3.45], [-3.27, -0.28, 3.12], [-1.91, -0.07, 2.71], [-1.15, -1.25, 3.03], [-1.78, -3.16, 3.86], [-1.89, -1.78, 4.97], [-3.63, -2.32, 2.54], [-4.18, -1.96, 4.19], [-3.45, 0.34, 4.00], [-3.95, 0.03, 2.32], [-0.92, -1.76, 2.09], [-0.21, -0.96, 3.50]], "relative_energy_ev": 3.3396, "gap_ev": 7.167, "fmax_ha_per_bohr": 0.2028, "charge": 1, "e_tot_ha": -1204.80336}

---

(4)
{"formula": "C24H54O4Si2", "method": "ωB97M-V with the def2-TZVPD basis set", "symbols": ["C", "C", "C", "C", "C", "C", "C", "C", "C", "C", "C", "C", "C", "C", "C", "C", "C", "C", "C", "C", "Si", "C", "O", "C", "O", "C", "C", "O", "O", "Si", "H", "H", "H", "H", "H", "H", "H", "H", "H", "H", "H", "H", "H", "H", "H", "H", "H", "H", "H", "H", "H", "H", "H", "H", "H", "H", "H", "H", "H", "H", "H", "H", "H", "H", "H", "H", "H", "H", "H", "H", "H", "H", "H", "H", "H", "H", "H", "H", "H", "H", "H", "H", "H", "H"], "xyz": [[-2.47, -9.43, -1.20], [-2.23, -8.00, -0.76], [-3.33, -7.05, -1.22], [-2.99, -5.57, -0.95], [-4.14, -4.82, -0.27], [-3.96, -4.81, 1.26], [-4.64, -3.62, 1.92], [-4.04, -2.26, 1.47], [-5.14, -1.35, 0.94], [-4.71, 0.08, 0.56], [-3.52, 0.62, 1.34], [-3.31, 2.12, 1.06], [-1.86, 2.52, 1.04], [-1.63, 3.96, 0.50], [-1.29, 4.98, 1.58], [-0.11, 5.87, 1.23], [1.22, 5.12, 1.08], [1.64, 4.39, 2.35], [2.86, 3.44, 2.22], [3.34, 3.15, 0.79], [4.58, 1.76, 0.68], [5.17, 1.66, -1.14], [4.65, 2.77, -1.89], [3.68, 2.41, -2.83], [4.12, 1.50, -3.79], [4.85, 2.09, -4.86], [6.25, 2.51, -4.48], [7.04, 2.61, -5.66], [5.93, 1.99, 1.66], [6.54, 0.60, 2.35], [-2.57, -9.50, -2.28], [-3.35, -9.84, -0.71], [-1.62, -10.05, -0.92], [-2.12, -8.00, 0.32], [-1.29, -7.67, -1.20], [-3.47, -7.21, -2.28], [-4.24, -7.32, -0.69], [-2.70, -5.12, -1.89], [-2.10, -5.57, -0.32], [-5.07, -5.34, -0.47], [-4.24, -3.80, -0.63], [-2.91, -4.76, 1.53], [-4.32, -5.75, 1.67], [-5.71, -3.63, 1.72], [-4.55, -3.69, 3.00], [-3.58, -1.82, 2.35], [-3.27, -2.45, 0.73], [-5.96, -1.36, 1.65], [-5.52, -1.82, 0.03], [-4.47, 0.11, -0.50], [-5.56, 0.73, 0.72], [-3.68, 0.46, 2.40], [-2.62, 0.08, 1.04], [-3.79, 2.33, 0.10], [-3.87, 2.66, 1.82], [-1.29, 1.82, 0.44], [-1.48, 2.48, 2.06], [-0.86, 3.90, -0.27], [-2.55, 4.23, -0.02], [-2.15, 5.64, 1.71], [-1.14, 4.48, 2.53], [-0.32, 6.29, 0.25], [0.00, 6.72, 1.90], [1.98, 5.85, 0.83], [1.10, 4.46, 0.23], [0.80, 3.85, 2.77], [1.92, 5.17, 3.06], [3.70, 3.89, 2.75], [2.66, 2.52, 2.77], [3.79, 4.04, 0.38], [2.49, 2.83, 0.21], [3.92, 0.46, 0.97], [4.89, 0.70, -1.56], [6.26, 1.73, -1.18], [2.81, 1.98, -2.34], [3.36, 3.34, -3.30], [4.94, 1.32, -5.63], [4.33, 2.93, -5.32], [6.68, 1.83, -3.75], [6.19, 3.47, -3.97], [7.97, 2.55, -5.38], [7.95, 0.87, 2.71], [5.79, 0.28, 3.58], [6.43, -0.54, 1.42]], "gap_ev": 10.072, "fmax_ha_per_bohr": 0.0222, "e_tot_ha": -1826.80448}